# 1
Entry from the Open Molecules 2025 dataset: a 9-piece molecular cluster, C25H45IN16O11 overall (wB97M-V/def2-TZVPD).

Frontier orbital gap (Eh): 0.3080
LUMO (eV): -0.4352
Charge: 0

Geometry (Å):
C 1.996 2.966 -2.951
C 2.036 2.629 -1.387
C 0.564 2.420 -0.800
I 0.745 2.552 1.353
C 0.131 0.995 -1.315
C -0.795 0.806 -2.413
C -1.144 -0.543 -2.900
C -0.524 -1.665 -2.237
C 0.411 -1.466 -1.110
C 0.759 -0.153 -0.624
C 1.065 -2.729 -0.460
O 1.180 -2.857 0.735
C 1.505 -3.814 -1.496
C 2.762 -4.522 -1.362
C 3.105 -5.481 -2.400
C 2.180 -5.685 -3.510
O 2.580 -6.595 -4.500
C 0.908 -4.978 -3.646
C 0.566 -4.018 -2.614
C -0.742 -3.156 -2.651
O -1.824 -3.603 -2.941
H 2.719 3.784 -3.197
H 2.203 2.022 -3.523
H 0.937 3.246 -3.184
H 2.607 3.399 -0.812
H 2.629 1.673 -1.307
H -0.063 3.221 -1.258
H -1.240 1.680 -2.937
H -1.833 -0.716 -3.755
H 1.492 -0.052 0.204
H 3.400 -4.279 -0.483
H 4.081 -6.015 -2.326
H 2.756 -7.435 -4.041
H 0.246 -5.173 -4.517
C -0.102 4.109 5.162
O 0.342 4.995 4.450
N -0.230 4.243 6.509
N -0.509 2.907 4.667
H -0.593 3.525 7.109
H 0.060 5.116 6.912
H -0.431 2.770 3.673
H -0.879 2.163 5.234
C -1.681 5.564 -2.982
O -1.233 4.468 -2.668
N -1.892 5.927 -4.273
N -2.005 6.512 -2.065
H -2.259 6.821 -4.549
H -1.665 5.252 -4.982
H -1.863 6.282 -1.097
H -2.373 7.416 -2.303
C 4.287 -0.910 2.658
O 4.775 0.146 3.024
N 5.042 -2.017 2.401
N 2.949 -1.078 2.474
H 4.660 -2.893 2.099
H 6.035 -1.933 2.525
H 2.359 -0.284 2.653
H 2.529 -1.940 2.173
C -4.093 2.944 2.971
O -4.231 2.830 4.182
N -2.883 3.146 2.400
N -5.140 2.879 2.102
H -2.737 3.244 1.412
H -2.092 3.196 3.018
H -6.053 2.730 2.494
H -5.046 2.970 1.108
C -4.158 -0.330 6.261
O -3.138 0.121 6.760
N -4.866 0.335 5.312
N -4.672 -1.544 6.619
H -5.704 -0.020 4.891
H -4.513 1.242 5.022
H -4.174 -2.064 7.319
H -5.507 -1.934 6.224
C -4.303 9.752 -2.555
O -3.975 9.424 -3.686
N -3.714 10.783 -1.891
N -5.285 9.113 -1.862
H -3.968 11.067 -0.963
H -2.984 11.281 -2.370
H -5.744 8.346 -2.320
H -5.568 9.366 -0.933
C -0.372 -8.566 -1.693
O 0.663 -8.178 -1.177
N -1.049 -7.834 -2.619
N -0.939 -9.767 -1.387
H -1.900 -8.135 -3.056
H -0.661 -6.939 -2.871
H -0.466 -10.336 -0.707
H -1.788 -10.105 -1.799
C 7.257 -6.073 -0.708
O 7.177 -4.895 -1.006
N 7.806 -7.005 -1.538
N 6.806 -6.564 0.481
H 7.881 -7.979 -1.311
H 8.151 -6.682 -2.425
H 6.394 -5.908 1.121
H 6.863 -7.530 0.744

Atomic partial charges in e from the Löwdin method, atoms 1 to 4: -0.09, -0.30, -0.65, 1.02

# 2
Entry from the Open Molecules 2025 dataset: C33H49N3O3PS2TeTl as an isolated structure (wB97M-V/def2-TZVPD).

Multiplicity: 2
Frontier orbital gap (alpha / beta) (Eh): 0.2475 / 0.2143
LUMO (alpha / beta) (eV): 2.1917 / 1.2891
Charge: -1
Relative energy (zero: lowest compared OMol25 entry of this formula, charge and spin) (kcal/mol): 20.3

Geometry (Å):
Tl -2.666 0.942 1.097
C 2.653 -0.817 2.528
C 1.512 -1.825 2.308
C 1.661 -2.552 0.973
C 1.511 -2.848 3.443
N 0.200 -1.168 2.353
N -0.153 -0.355 1.256
H 3.630 -1.256 2.319
H 2.641 -0.471 3.564
H 2.535 0.058 1.883
H 2.564 -3.163 0.974
H 1.728 -1.854 0.137
H 0.796 -3.202 0.819
H 2.469 -3.370 3.490
H 0.715 -3.576 3.284
H 1.339 -2.356 4.403
H 0.094 -0.634 3.205
H -0.430 -0.958 0.489
H 0.625 0.217 0.930
C -4.253 -5.450 0.629
C -4.129 -5.497 2.149
C -2.673 -5.640 2.586
O -4.754 -4.398 2.842
P -4.879 -2.826 2.382
S -6.397 -2.542 1.173
S -3.065 -2.128 1.880
O -5.359 -2.221 3.798
C -4.854 -2.390 5.128
C -5.492 -3.622 5.758
C -3.336 -2.438 5.219
H -3.858 -6.375 0.202
H -3.689 -4.607 0.234
H -5.294 -5.332 0.334
H -4.685 -6.369 2.509
H -2.114 -4.771 2.244
H -2.247 -6.550 2.156
H -2.607 -5.703 3.675
H -5.212 -1.496 5.648
H -5.131 -4.518 5.255
H -6.575 -3.573 5.645
H -5.244 -3.677 6.821
H -2.954 -3.306 4.682
H -3.039 -2.507 6.269
H -2.895 -1.545 4.779
C 5.417 -1.380 -5.384
C 4.366 -0.632 -4.605
C 4.442 -0.488 -3.227
C 3.451 0.175 -2.509
C 3.612 0.290 -1.013
C 2.339 0.728 -3.169
Te 0.466 1.257 -1.978
N -1.374 2.067 -1.015
C -1.722 3.298 -0.701
O -2.220 3.594 0.419
C -1.516 4.444 -1.674
C -1.660 5.735 -1.173
C -1.478 6.836 -1.993
C -1.155 6.656 -3.331
C -1.042 5.373 -3.847
C -1.227 4.272 -3.023
C 1.474 2.818 -0.950
C 1.308 2.862 0.432
C 1.916 3.840 1.200
C 2.714 4.791 0.585
C 2.860 4.770 -0.792
C 2.240 3.805 -1.584
C 2.381 3.901 -3.078
C 2.283 0.614 -4.564
C 1.171 1.226 -5.384
C 3.282 -0.065 -5.257
H 6.093 -1.917 -4.721
H 6.008 -0.690 -5.991
H 4.953 -2.098 -6.062
H 5.279 -0.926 -2.691
H 4.419 -0.353 -0.660
H 2.686 0.001 -0.516
H 3.835 1.319 -0.723
H -1.921 5.841 -0.129
H -1.587 7.837 -1.595
H -1.000 7.514 -3.974
H -0.812 5.237 -4.897
H -1.164 3.274 -3.432
H 0.659 2.138 0.910
H 1.764 3.860 2.272
H 3.204 5.560 1.169
H 3.461 5.530 -1.278
H 2.789 4.873 -3.357
H 1.407 3.782 -3.558
H 3.037 3.125 -3.467
H 0.372 1.604 -4.749
H 0.754 0.487 -6.070
H 1.553 2.055 -5.984
H 3.200 -0.171 -6.336

Atomic partial charges in e from the Löwdin method, atoms 1 to 4: 0.84, -0.04, -0.63, -0.04

# 3
Entry from the Open Molecules 2025 dataset: one molecule with the formula C3H10FNSi (wB97M-V/def2-TZVPD).

Frontier orbital gap (Eh): 0.3752
LUMO (eV): 0.8288
Charge: 0
Relative energy (zero: lowest compared OMol25 entry of this formula, charge and spin) (kcal/mol): 47.9

Geometry (Å):
C 1.158 1.056 -1.045
C 0.401 -0.058 1.942
C -0.380 -1.659 -0.628
N -1.566 0.893 -0.509
F -2.882 0.603 -0.085
Si -0.099 0.066 -0.031
H 1.878 0.266 -1.101
H 0.789 1.271 -2.030
H 1.654 1.930 -0.664
H 0.590 0.897 2.307
H -0.277 -0.465 2.787
H 1.355 -0.451 1.959
H -0.915 -2.334 -0.020
H -0.846 -1.759 -1.599
H 0.592 -2.144 -0.811
H -1.451 1.888 -0.472

Atomic partial charges in e from the Löwdin method, atoms 1 to 4: -0.15, -0.16, -0.18, -0.12

# 4
Entry from the Open Molecules 2025 dataset: a 2-piece molecular cluster, C5H11Cl2NO2S overall (wB97M-V/def2-TZVPD).

Frontier orbital gap (Eh): 0.3870
LUMO (eV): 0.1047
Charge: 0
Relative energy (zero: lowest compared OMol25 entry of this formula, charge and spin) (kcal/mol): 3.2

Geometry (Å):
C 0.846 0.951 1.951
C 1.053 1.618 -0.568
C -1.164 1.296 0.507
C 1.188 -1.405 0.092
C 0.256 0.801 0.461
N 0.187 -0.634 0.073
O -1.914 -4.009 -1.988
O -1.044 -1.936 -2.504
S -1.433 -2.903 -1.279
Cl 2.876 -1.054 0.403
Cl -3.160 -1.843 -0.506
H 1.086 -0.073 2.362
H 1.797 1.456 1.813
H 0.162 1.508 2.612
H 0.672 1.595 -1.676
H 2.118 1.248 -0.512
H 1.280 2.706 -0.290
H -1.343 2.427 0.898
H -1.715 1.272 -0.490
H -1.696 0.422 1.041
H -1.024 -0.918 -2.421
H 0.972 -2.525 0.022

Atomic partial charges in e from the Löwdin method, atoms 1 to 4: -0.04, -0.09, -0.12, -0.61

# 5
Entry from the Open Molecules 2025 dataset: AgB2H16O4 as an isolated structure (wB97M-V/def2-TZVPD).

Multiplicity: 3
Frontier orbital gap (alpha / beta) (Eh): 0.1320 / 0.2474
LUMO (alpha / beta) (eV): 3.2135 / 0.4691
Charge: -1
Relative energy (zero: lowest compared OMol25 entry of this formula, charge and spin) (kcal/mol): 0.0

Geometry (Å):
Ag 14.722 22.833 27.443
B 14.954 21.662 29.495
H 14.055 21.630 28.899
H 15.331 20.671 29.696
H 15.716 22.250 29.009
H 14.889 22.155 30.453
B 13.465 24.819 28.097
H 12.522 24.296 28.116
H 13.955 24.667 27.147
H 13.254 25.861 28.284
H 14.086 24.407 28.877
O 14.863 23.116 25.067
H 14.778 23.942 24.590
H 15.166 22.489 24.410
O 16.104 21.180 26.734
H 16.711 21.084 25.999
H 16.057 20.306 27.122
O 12.809 21.759 26.644
H 11.939 22.121 26.476
H 12.870 21.000 26.064
O 16.616 24.092 27.000
H 16.906 24.947 27.318
H 17.415 23.668 26.687

Atomic partial charges in e from the Löwdin method, atoms 1 to 4: 0.88, -0.44, -0.07, -0.04

# 6
Entry from the Open Molecules 2025 dataset: C19H29F6IrN6O2P as an isolated structure (wB97M-V/def2-TZVPD).

Multiplicity: 5
Frontier orbital gap (alpha / beta) (Eh): 0.2940 / 0.2121
LUMO (alpha / beta) (eV): -8.4492 / -11.2623
Charge: +3
Relative energy (zero: lowest compared OMol25 entry of this formula, charge and spin) (kcal/mol): 43.2

Geometry (Å):
Ir -2.535 -0.145 -0.272
N -4.081 3.062 -3.619
C -4.035 2.327 -2.293
C -3.895 3.361 -1.186
C -4.095 2.772 0.210
N -2.930 1.882 0.559
C -5.431 2.053 0.338
C -5.502 0.926 -0.720
N -4.538 -0.081 -0.303
C -5.283 1.458 -2.141
H -3.236 3.628 -3.749
H -4.883 3.699 -3.674
H -4.145 2.422 -4.416
H -3.139 1.707 -2.373
H -4.672 4.126 -1.297
H -2.928 3.866 -1.242
H -4.047 3.607 0.910
H -2.919 1.699 1.563
H -2.085 2.397 0.296
H -6.253 2.746 0.152
H -5.581 1.644 1.338
H -6.492 0.466 -0.674
H -3.655 -2.144 -1.303
H -4.956 -0.769 0.325
H -6.177 2.058 -2.350
H -5.281 0.632 -2.855
F -0.616 1.572 -0.306
P 0.468 2.933 -0.335
F 0.504 2.782 1.263
F 0.251 2.943 -1.918
F 1.394 4.180 -0.350
F 1.661 1.874 -0.486
F -0.907 3.827 -0.181
C 6.923 -5.679 1.171
C 6.242 -4.379 1.361
C 4.902 -4.310 1.829
C 4.271 -3.117 2.014
C 4.974 -1.909 1.738
N 4.440 -0.683 1.930
C 3.282 -0.339 2.714
O 3.426 0.366 3.661
N 2.046 -0.854 2.349
C 1.463 -0.975 1.074
C 2.146 -1.180 -0.122
C 1.436 -1.241 -1.306
C 0.069 -1.063 -1.299
N -0.583 -0.850 -0.149
C 0.083 -0.842 1.012
C 6.317 -1.966 1.252
C 6.924 -3.167 1.072
H 6.363 -6.509 1.591
H 7.925 -5.655 1.605
H 7.064 -5.861 0.098
H 4.385 -5.231 2.060
H 3.263 -3.082 2.401
H 5.099 0.090 1.922
H 1.387 -0.589 3.072
H 3.219 -1.268 -0.151
H 1.947 -1.393 -2.245
H -0.518 -1.080 -2.206
H -0.496 -0.650 1.907
H 6.844 -1.042 1.047
H 7.945 -3.209 0.717
O -2.770 -1.843 -1.032

Atomic partial charges in e from the Löwdin method, atoms 1 to 4: 1.52, 0.25, -0.28, -0.08

# 7
Entry from the Open Molecules 2025 dataset: a 2-piece molecular cluster, C3H8BrOPS overall (wB97M-V/def2-TZVPD).

Frontier orbital gap (alpha / beta) (Eh): 0.2215 / 0.3439
LUMO (alpha / beta) (eV): -2.7840 / 0.0600
Charge: 0
Relative energy (zero: lowest compared OMol25 entry of this formula, charge and spin) (kcal/mol): 99.6

Geometry (Å):
C 1.768 2.104 0.647
C -1.012 -3.780 -1.372
C 0.465 1.607 1.264
O 0.104 0.292 0.694
P -0.702 -0.165 -0.584
S -1.117 1.641 -1.432
Br -2.552 -0.813 0.391
H 2.663 1.971 1.323
H 1.830 1.544 -0.198
H 1.719 3.149 0.255
H -1.610 -3.706 -0.438
H -1.722 -3.954 -2.161
H 0.014 -3.769 -1.506
H -0.249 2.261 0.832
H 0.403 1.619 2.285

Atomic partial charges in e from the Löwdin method, atoms 1 to 4: -0.08, 0.06, -0.25, -0.57

# 8
Entry from the Open Molecules 2025 dataset: C22H42NOP3SW as an isolated structure (wB97M-V/def2-TZVPD).

Multiplicity: 3
Frontier orbital gap (alpha / beta) (Eh): 0.2489 / 0.2286
LUMO (alpha / beta) (eV): -13.1364 / -13.9490
Charge: +4

Geometry (Å):
W -0.446 -0.507 -0.482
P -1.151 -1.203 1.956
P -2.584 0.006 -1.137
P 1.714 0.365 1.149
H 1.359 0.138 -1.091
C 0.623 1.020 -1.128
C -0.236 0.722 -2.272
H 0.261 0.336 -3.166
C -1.359 0.234 3.080
C -2.758 -2.083 2.096
C -0.081 -2.414 2.829
C -2.961 0.573 -2.842
C -3.708 -1.427 -1.111
C -3.330 1.307 -0.088
C 3.251 0.495 0.132
C 2.434 -0.304 2.669
C 1.440 2.148 1.535
H 0.080 1.482 -0.257
H -0.774 1.625 -2.577
H -1.794 -0.157 4.012
H -2.050 0.964 2.626
H -0.390 0.714 3.290
H -2.871 -2.345 3.160
H -2.734 -3.009 1.499
H -3.590 -1.431 1.783
H -0.734 -2.948 3.536
H 0.711 -1.898 3.385
H 0.351 -3.134 2.114
H -3.746 -0.047 -3.288
H -2.110 0.470 -3.523
H -3.269 1.624 -2.846
H -4.731 -1.078 -0.906
H -3.422 -2.164 -0.357
H -3.667 -1.910 -2.097
H -4.220 1.698 -0.603
H -2.629 2.136 0.084
H -3.623 0.893 0.887
H 3.648 -0.512 -0.052
H 3.967 1.071 0.732
H 3.119 1.007 -0.832
H 3.398 0.204 2.795
H 2.594 -1.379 2.525
H 1.771 -0.091 3.515
H 2.376 2.684 1.340
H 1.170 2.232 2.592
H 0.655 2.645 0.950
C 2.022 4.072 -2.862
C 1.317 4.702 -1.814
C 2.044 5.497 -0.908
C 3.418 5.698 -1.113
C 4.090 5.100 -2.181
C 3.353 4.377 -3.129
O 1.549 2.946 -3.502
H 1.392 2.422 -2.778
H 0.243 4.536 -1.672
H 1.552 5.949 -0.034
H 3.997 6.276 -0.406
H 5.171 5.171 -2.339
H 3.803 3.793 -3.925
S 0.355 -2.366 -1.436
C -0.087 -3.873 -0.621
N 0.907 -4.469 0.108
C 0.660 -5.585 0.866
C -0.608 -6.114 0.886
C -1.624 -5.531 0.127
C -1.348 -4.419 -0.664
H 1.836 -4.053 0.076
H 1.506 -5.986 1.408
H -0.808 -6.994 1.491
H -2.626 -5.940 0.142
H -2.065 -3.961 -1.337

Atomic partial charges in e from the Löwdin method, atoms 1 to 4: 0.77, 0.71, 0.69, 0.81